Record 1
16
Properties=species:S:1:pos:R:3:forces:R:3 method="wB97M-V/def2-TZVPD" homo_ev=-10.8 de_lowest_kj_mol=84.3 energy_ha=-420.2507 e_lumo_ev=0.372 smiles="C=O.O.O.O.O" total_charge=0
C -2.2324 1.2959 -1.7541 0.2 0.3 -1.0
O -1.7092 0.2285 -1.6323 0.4 -0.5 0.7
H -2.6042 1.5697 -2.7524 -0.4 0.3 0.0
H -2.2839 2.0546 -0.9674 -0.1 0.0 0.4
O -0.6243 -2.7772 -2.2489 0.0 0.5 0.0
H -0.3971 -2.0032 -1.7060 0.0 -0.3 -0.3
H -0.5753 -3.5179 -1.6480 0.0 -0.3 0.2
O 2.1134 3.1534 3.7278 -0.1 0.1 0.3
H 3.0409 2.9494 3.6321 0.5 -0.1 -0.4
H 2.0457 3.2023 4.6857 -0.4 0.1 0.1
O 1.1336 -0.6295 -0.7379 0.8 -0.2 -0.4
H 1.9038 -0.3215 -1.2671 -1.1 -0.1 0.6
H 0.4899 0.0748 -0.6136 0.2 0.3 -0.3
O -0.0390 -1.8860 1.5172 0.0 0.1 -0.6
H 0.5484 -1.6930 0.7789 1.3 -0.1 0.3
H -0.8105 -1.7003 0.9859 -1.3 -0.1 0.5



Record 2
17
Properties=species:S:1:pos:R:3:forces:R:3 method="wB97M-V/def2-TZVPD" homo_ev=-10.3 de_lowest_kj_mol=227.0 energy_ha=-495.4893 e_lumo_ev=0.441 smiles="O=CO.O.O.O.O" total_charge=0
O -0.2475 -0.3941 2.3945 1.0 1.3 2.2
C 0.8139 -0.5505 2.9614 0.0 -3.1 -2.2
O 1.3816 -1.7930 2.8535 2.0 0.8 1.6
H 1.6899 -0.0226 3.4660 -1.9 0.7 -0.4
H 0.9149 -2.5346 2.4958 -1.3 -0.1 -0.7
O -0.0203 -0.3102 -3.4835 0.9 1.2 3.7
H 0.1877 0.1561 -2.5296 -0.8 -1.8 -3.5
H 0.3992 -1.1872 -3.3950 -0.2 0.6 0.0
O 0.5331 1.0682 0.3804 1.3 -2.3 -0.6
H 0.0817 0.2255 0.6010 0.3 0.8 -0.3
H -0.0675 1.7246 0.6434 -1.3 1.4 0.4
O -0.1326 2.9326 -1.3036 -1.7 0.4 -3.7
H -0.6732 2.9853 -2.2203 2.0 -0.2 3.2
H 0.7096 2.5043 -1.5419 -0.5 0.1 0.2
O -1.4866 -1.5515 -0.2886 -1.3 -0.1 -1.6
H -2.3033 -1.7471 0.2245 0.8 0.3 -0.6
H -1.7806 -1.5056 -1.2582 0.5 -0.1 2.2



Record 3
24
Properties=species:S:1:pos:R:3:forces:R:3 method="wB97M-V/def2-TZVPD" homo_ev="-13.1 / -13.1" s2=15.794 de_lowest_kj_mol=144.1 energy_ha=-3487.0011 multiplicity=8 e_lumo_ev="-7.150 / -7.126" total_charge=+1
Cr 2.3581 -0.8260 0.4906 -0.9 2.6 -0.7
Co -0.7622 1.5941 -3.3803 1.9 -2.5 0.8
Cl -0.9380 0.5231 -0.2402 -2.3 -1.6 0.1
O -1.9110 1.0213 0.6409 -0.3 -0.4 0.5
O -1.5424 -0.0653 -1.4395 -0.1 -0.7 0.1
O -0.1770 1.5601 -0.7616 3.1 3.2 -1.3
O -0.0958 -0.4551 0.4985 0.7 -0.1 -0.7
B 0.8829 0.1932 -4.0488 0.8 -0.7 0.2
H 0.6840 -0.8020 -4.4150 -1.3 -3.4 -1.0
H 0.5612 0.2763 -3.0222 -1.5 0.6 4.7
H 1.9244 0.4149 -4.2227 3.4 1.4 -0.1
H 0.3527 0.8268 -4.7429 -3.2 3.7 -3.3
B 3.2011 1.1932 -0.1672 1.1 1.1 -0.5
H 3.5290 0.2458 -0.5661 1.5 -5.1 -1.7
H 2.9299 1.7883 -1.0254 -1.4 1.7 -3.0
H 2.3777 1.0843 0.5215 -4.2 -1.3 3.5
H 3.9809 1.7510 0.3278 2.7 1.4 2.1
C -2.1731 -1.1570 3.1836 0.8 0.6 0.3
N -2.9195 -1.8792 4.2374 -0.8 -1.5 1.7
O -2.3659 -2.9253 4.6951 -1.7 2.8 -1.1
O -4.0431 -1.4329 4.5563 2.7 -1.2 -0.6
H -1.1030 -1.1922 3.3876 -0.1 -0.8 0.1
H -2.3544 -0.0844 3.2537 -0.9 -0.3 -0.4
H -2.3966 -1.6530 2.2391 -0.1 0.4 0.1